{"formula": "C33H32NO6S2", "method": "the ωB97M-V functional and the def2-TZVPD basis", "max_force_ev_per_a": 3.737, "homo_lumo_gap_ev": 6.1, "total_charge": -1, "homo_energy_ev": -3.906, "energy_ha": -2579.27010, "e_above_lowest_ev": 0.000, "symbols": ["C", "C", "N", "C", "C", "C", "O", "C", "C", "O", "C", "C", "C", "C", "C", "C", "C", "C", "S", "O", "O", "C", "C", "C", "C", "C", "C", "S", "O", "O", "C", "C", "C", "C", "C", "C", "C", "C", "C", "C", "C", "C", "H", "H", "H", "H", "H", "H", "H", "H", "H", "H", "H", "H", "H", "H", "H", "H", "H", "H", "H", "H", "H", "H", "H", "H", "H", "H", "H", "H", "H", "H", "H", "H"], "positions_angstrom": [[-0.017140, 4.225084, -1.500528], [0.589799, 2.931841, -1.006184], [2.059629, 2.982253, -0.905917], [2.767374, 2.889863, -2.182757], [2.414527, 1.621115, -2.933478], [2.810454, 3.040053, 0.224732], [4.024215, 2.844432, 0.195369], [2.046318, 3.336463, 1.511266], [1.525922, 1.943063, 1.945950], [2.352165, 1.049304, 2.131861], [0.076367, 1.698793, 2.265145], [-0.976862, 2.603892, 2.015817], [-2.281044, 2.303901, 2.415901], [-2.538412, 1.122875, 3.115504], [-1.506131, 0.208457, 3.360344], [-0.218786, 0.480124, 2.906193], [2.959850, 3.799926, 2.541785], [3.726390, 5.097912, 2.317168], [3.197560, 6.492950, 3.221002], [1.769700, 6.622571, 3.005539], [3.747557, 6.437016, 4.562267], [3.980015, 7.907922, 2.480252], [4.726458, 8.743394, 3.310351], [5.426358, 9.804988, 2.747641], [5.366529, 10.021314, 1.368174], [4.577599, 9.201337, 0.552188], [3.860095, 8.143737, 1.110989], [5.426822, 5.154121, 1.872509], [6.059557, 6.254740, 2.579808], [5.592214, 5.032643, 0.447416], [6.224418, 3.764715, 2.705333], [6.820834, 4.020313, 3.947846], [7.613971, 3.043757, 4.547218], [7.784333, 1.802818, 3.928519], [7.114206, 1.518884, 2.735824], [6.308428, 2.488835, 2.138207], [2.288509, 3.874866, 3.926109], [3.085282, 3.770500, 5.068264], [2.498587, 3.796568, 6.333792], [1.103277, 3.748231, 6.444872], [0.308069, 3.843247, 5.300521], [0.914207, 4.062263, 4.064380], [-1.079229, 4.063061, -1.704805], [0.073833, 5.009867, -0.740705], [0.483069, 4.559304, -2.414302], [0.169577, 2.655323, -0.037313], [0.342924, 2.108051, -1.689755], [2.488260, 3.776298, -2.770096], [3.842173, 2.918420, -1.965448], [3.123903, 1.484547, -3.753748], [2.491882, 0.756363, -2.263743], [1.400711, 1.669727, -3.349185], [1.257746, 4.077685, 1.287890], [-0.786931, 3.555975, 1.513204], [-3.085990, 3.004238, 2.179712], [-3.540309, 0.919535, 3.490389], [-1.684990, -0.723348, 3.894237], [0.595299, -0.227351, 3.063210], [3.782790, 3.065221, 2.595550], [4.790482, 8.517382, 4.372556], [6.026057, 10.436029, 3.405426], [5.942520, 10.832484, 0.922719], [4.519763, 9.369788, -0.524482], [3.239684, 7.480410, 0.509149], [6.662021, 4.982477, 4.429296], [8.100227, 3.281071, 5.492117], [8.441111, 1.060185, 4.377627], [7.220102, 0.547493, 2.253751], [5.717691, 2.263011, 1.254427], [4.163568, 3.669995, 4.939045], [3.144769, 3.826625, 7.212050], [0.633565, 3.663285, 7.426904], [-0.781545, 3.759378, 5.348784], [0.308963, 4.370259, 3.211950]], "atomic_forces_ev_per_a": [[-0.125, 0.177, 0.091], [0.737, -0.267, 0.411], [-0.373, -0.048, -0.814], [-0.024, 0.163, 0.223], [0.086, -0.145, -0.200], [0.983, -0.068, -0.156], [-1.459, 0.074, 0.200], [-1.492, -1.154, -1.951], [0.880, -0.556, 0.570], [-1.279, 1.111, -0.423], [-0.731, -0.421, 0.175], [0.170, -0.380, 0.055], [0.304, -0.064, -0.029], [0.193, -0.106, 0.081], [0.031, 0.275, -0.273], [-0.045, 0.416, -0.107], [2.333, 1.554, 2.471], [0.599, 1.282, -0.591], [1.386, -1.384, -0.808], [-0.392, 0.230, 0.344], [-0.661, 0.761, 0.493], [-0.057, 0.492, -0.143], [-0.039, -0.026, -0.339], [-0.196, -0.104, -0.067], [-0.068, -0.065, -0.042], [-0.060, 0.004, 0.191], [0.163, 0.159, 0.373], [-1.510, -0.570, 1.415], [0.039, 0.412, -0.664], [0.613, 0.021, 0.023], [0.076, -0.607, -0.055], [0.015, -0.131, -0.207], [-0.232, 0.020, -0.187], [-0.021, 0.082, -0.126], [-0.021, 0.190, 0.233], [0.079, 0.166, 0.091], [0.161, -0.440, -0.230], [-0.420, -0.312, 0.160], [0.042, -0.193, -0.388], [-0.022, 0.032, 0.007], [0.151, 0.315, 0.141], [0.069, -0.406, 0.160], [0.050, 0.137, -0.076], [0.041, -0.047, -0.173], [-0.190, 0.041, 0.100], [0.147, 0.033, -0.388], [-0.018, 0.200, 0.229], [0.265, -0.170, -0.054], [-0.416, 0.125, -0.025], [-0.146, -0.058, -0.026], [-0.038, 0.111, -0.144], [0.248, -0.171, -0.024], [0.244, -0.412, 0.221], [-0.069, -0.325, 0.201], [0.247, -0.228, 0.193], [0.164, 0.015, -0.153], [-0.113, 0.234, -0.093], [-0.198, 0.254, 0.014], [-0.600, -0.162, 0.233], [-0.020, -0.011, -0.284], [-0.092, -0.064, -0.325], [-0.136, -0.164, 0.079], [0.087, 0.035, 0.300], [0.244, 0.118, 0.099], [0.123, -0.133, -0.226], [-0.059, -0.187, -0.157], [-0.140, 0.083, -0.060], [-0.040, 0.163, 0.191], [0.363, 0.141, 0.028], [-0.248, 0.150, 0.123], [-0.282, -0.153, -0.135], [0.136, -0.004, -0.250], [0.325, 0.291, 0.152], [0.242, -0.331, 0.321]]}